## 1
{"formula": "C4H12N2O", "method": "wB97M-V/def2-TZVPD", "gap_ev": [2.271, 8.509], "s2": 0.7504, "spin_multiplicity": 2, "e_homo_ev": [1.393, -4.824], "charge": -1, "species": ["C", "C", "C", "N", "N", "C", "O", "H", "H", "H", "H", "H", "H", "H", "H", "H", "H", "H", "H"], "coordinates": [[0.183, -1.088, 0.097], [-1.138, -0.933, -0.638], [-2.074, 0.128, -0.079], [-1.527, 1.484, -0.119], [1.050, 0.054, -0.084], [2.315, -0.007, 0.550], [3.034, 1.207, 0.400], [-0.022, -1.269, 1.155], [0.700, -1.971, -0.311], [-0.967, -0.746, -1.705], [-1.670, -1.895, -0.587], [-2.979, 0.134, -0.704], [-2.454, -0.162, 0.900], [-1.254, 1.822, 0.795], [-2.220, 2.100, -0.534], [0.612, 0.912, -0.371], [2.220, -0.169, 1.631], [2.892, -0.843, 0.129], [3.299, 1.240, -0.526]], "nbo_charge": [-0.245, -0.455, -0.697, -0.997, -0.712, 0.073, -0.740, 0.159, 0.154, 0.186, 0.187, 0.156, 0.158, 0.337, 0.321, 0.415, 0.129, 0.114, 0.455]}

## 2
{"formula": "C4H12N2O", "method": "wB97M-V/def2-TZVPD", "gap_ev": [4.025, 7.236], "s2": 0.7536, "spin_multiplicity": 2, "e_homo_ev": [0.033, -3.203], "charge": -1, "species": ["C", "C", "C", "C", "N", "N", "H", "H", "H", "H", "H", "H", "H", "H", "H", "H", "H", "H", "O"], "coordinates": [[0.125, 1.577, -0.156], [-0.539, 0.760, -1.270], [0.098, -0.644, -1.313], [-0.112, -2.754, -0.300], [-0.281, -1.429, -0.161], [-0.637, 1.458, 1.116], [0.267, 2.632, -0.419], [1.124, 1.170, 0.023], [-1.625, 0.703, -1.168], [-0.452, 1.144, -2.298], [1.198, -0.587, -1.327], [-0.194, -1.061, -2.305], [-0.225, -3.292, 0.645], [-0.426, -3.228, -1.245], [-1.161, 0.586, 1.135], [-1.355, 2.161, 0.929], [1.933, -0.322, 2.879], [0.794, 0.599, 2.270], [1.466, 0.526, 2.966]], "nbo_charge": [-0.223, -0.428, -0.241, -0.477, -0.685, -0.866, 0.167, 0.190, 0.189, 0.180, 0.136, 0.122, 0.134, 0.094, 0.389, 0.335, 0.464, 0.506, -0.987]}

## 3
{"formula": "C4H12N2O", "method": "wB97M-V/def2-TZVPD", "gap_ev": [7.999, 7.184], "s2": 0.7560, "spin_multiplicity": 2, "e_homo_ev": [-3.740, -2.926], "charge": -1, "species": ["C", "N", "C", "C", "O", "C", "N", "H", "H", "H", "H", "H", "H", "H", "H", "H", "H", "H", "H"], "coordinates": [[-1.323, -0.878, -1.476], [0.183, -0.799, -1.473], [0.566, -0.194, -0.206], [2.074, -0.341, 0.088], [-1.706, -0.598, 1.611], [0.136, 1.265, -0.038], [0.222, 1.541, 1.381], [-1.676, -1.018, -0.421], [-1.731, 0.064, -1.842], [-1.570, -1.598, -2.178], [0.540, -1.715, -1.483], [-0.027, -0.661, 0.668], [2.399, -1.424, 0.113], [2.643, 0.145, -0.681], [2.311, 0.119, 1.102], [0.772, 1.961, -0.667], [-0.933, 1.341, -0.409], [-0.147, 2.439, 1.565], [-0.493, 0.830, 1.781]], "nbo_charge": [-0.453, -0.637, -0.101, -0.618, -0.922, -0.218, -0.911, 0.262, 0.171, 0.169, 0.337, 0.240, 0.180, 0.185, 0.235, 0.151, 0.173, 0.330, 0.429]}

Result of the stability comparison: 2 is the most stable of them.

## 1
{"formula": "C11H8O", "method": "wB97M-V/def2-TZVPD", "gap_ev": 9.331, "smiles": "CC#C[C@@H]1C(=O)c2ccccc21", "e_homo_ev": -9.446, "charge": 0, "species": ["C", "C", "C", "C", "C", "O", "C", "C", "C", "C", "C", "C", "H", "H", "H", "H", "H", "H", "H", "H"], "coordinates": [[2.678, -2.011, 2.519], [1.545, -1.321, 2.021], [0.609, -0.720, 1.591], [-0.888, 0.059, 1.091], [-1.697, -0.885, 0.233], [-2.483, -1.709, 0.519], [-1.402, -0.050, -0.922], [-1.651, 0.140, -2.279], [-0.848, 1.184, -2.808], [-0.100, 2.070, -2.017], [-0.139, 2.057, -0.616], [-0.700, 0.889, -0.114], [2.366, -3.004, 2.765], [2.900, -1.382, 3.379], [3.425, -2.297, 1.857], [-1.287, 0.592, 1.967], [-2.326, -0.545, -2.690], [-0.740, 1.519, -3.835], [0.479, 2.729, -2.740], [0.261, 2.683, 0.081]], "nbo_charge": [-0.698, -0.030, -0.056, -0.286, 0.582, -0.488, -0.171, -0.156, -0.220, -0.169, -0.214, 0.038, 0.238, 0.245, 0.240, 0.246, 0.232, 0.220, 0.226, 0.222]}

## 2
{"formula": "C11H8O", "method": "wB97M-V/def2-TZVPD", "gap_ev": 8.546, "smiles": "O=C1C=C[C@@]23C=CC=C[C@@]12C=C3", "e_homo_ev": -8.403, "charge": 0, "species": ["O", "C", "C", "C", "C", "C", "C", "C", "C", "C", "C", "C", "H", "H", "H", "H", "H", "H", "H", "H"], "coordinates": [[-2.861, 1.045, -0.107], [-1.965, 0.219, -0.104], [-1.833, -1.123, -0.773], [-0.593, -1.647, -0.674], [0.373, -0.895, 0.211], [1.588, -0.660, -0.481], [2.098, 0.581, -0.654], [1.374, 1.750, -0.412], [0.043, 1.763, -0.119], [-0.613, 0.611, 0.562], [-0.461, 0.090, 1.977], [0.131, -1.080, 1.721], [-2.701, -1.408, -1.334], [-0.300, -2.539, -1.245], [2.025, -1.384, -1.073], [2.919, 0.808, -1.220], [1.667, 2.624, -0.776], [-0.503, 2.631, -0.509], [-0.826, 0.559, 2.835], [0.438, -1.945, 2.176]], "nbo_charge": [-0.535, 0.558, -0.322, -0.093, -0.106, -0.195, -0.195, -0.223, -0.144, -0.155, -0.141, -0.152, 0.231, 0.218, 0.207, 0.206, 0.199, 0.223, 0.211, 0.206]}

Result of the stability comparison: 2 is the most stable of them.

## 1
{"formula": "C2H7NO2S", "method": "wB97M-V/def2-TZVPD", "gap_ev": [8.982, 8.945], "e_homo_ev": [-9.114, -9.080], "charge": 0, "species": ["C", "C", "N", "O", "O", "S", "H", "H", "H", "H", "H", "H", "H"], "coordinates": [[0.788, 1.150, -0.729], [0.269, 0.340, 0.370], [1.380, -1.644, 0.770], [-1.133, -1.031, -1.421], [-2.216, 0.488, 0.320], [-1.152, -0.871, -0.016], [0.696, 0.689, -1.758], [1.787, 1.595, -0.607], [0.069, 2.008, -0.689], [0.276, 0.510, 1.401], [0.663, -2.356, 0.774], [1.527, -1.386, 1.841], [-2.954, 0.508, -0.255]], "nbo_charge": [-0.725, -0.104, -0.925, -0.933, -0.942, 1.513, 0.266, 0.250, 0.259, 0.206, 0.318, 0.331, 0.485]}

## 2
{"formula": "C2H7NO2S", "method": "wB97M-V/def2-TZVPD", "gap_ev": 10.224, "smiles": "CON(S)OC", "e_homo_ev": -9.347, "charge": 0, "species": ["C", "O", "N", "S", "O", "C", "H", "H", "H", "H", "H", "H", "H"], "coordinates": [[-1.498, 0.595, 1.029], [-0.193, -0.017, 1.284], [0.161, -0.905, 0.276], [0.106, -2.523, 0.816], [1.528, -0.470, -0.103], [1.508, 0.049, -1.384], [-1.989, 0.667, 1.982], [-2.074, -0.070, 0.408], [-1.402, 1.572, 0.574], [0.689, -2.379, 1.910], [0.983, -0.610, -1.989], [2.469, 0.147, -1.787], [1.051, 1.018, -1.519]], "nbo_charge": [-0.254, -0.403, -0.076, 0.215, -0.401, -0.247, 0.192, 0.193, 0.180, 0.075, 0.174, 0.192, 0.158]}

Result of the stability comparison: 1 is the most stable of them.